One molecule with the formula C2H2BFN2O4. Source: the Open Molecules 2025 dataset; level of theory: ωB97M-V/def2-TZVPD.

Each line ends with the Mulliken charge.
Geometry (Å):
O1 3.36 -1.24 0.38  -0.24
N1 3.06 -0.20 0.00  0.34
O2 1.87 0.31 0.69  -0.19
B1 0.89 0.66 -0.16  0.25
C1 -0.54 0.94 0.53  0.28
O3 -0.66 1.47 1.59  -0.38
N2 -1.74 0.50 -0.22  -0.33
C2 -1.89 -0.89 -0.06  0.67
O4 -2.34 -1.43 0.89  -0.43
F1 -1.42 -1.58 -1.11  -0.22
H1 1.04 0.75 -1.33  -0.05
H2 -1.63 0.72 -1.20  0.30

As for the structure (SMILES): O=NOBC(=O)NC(=O)F. The calculation puts the HOMO energy at -10.55 eV.

***

C29H36IrN5O3SSe2Te2 as an isolated structure. Source: the Open Molecules 2025 dataset; level of theory: ωB97M-V/def2-TZVPD.

Each line ends with the Mulliken charge.
Geometry (Å):
Ir1 0.26 0.29 0.40  1.65
Se1 -0.57 0.55 -1.88  -0.40
Te1 -2.46 2.15 -1.87  -0.04
Te2 -3.31 1.99 0.69  0.06
Se2 -1.86 0.30 1.68  -0.29
C1 -1.16 -3.25 -1.62  -0.93
N1 0.19 -2.85 -1.91  0.17
C2 0.71 -2.86 -3.28  -0.54
C3 2.05 -2.11 -3.15  -0.51
N2 2.22 -2.05 -1.70  -0.06
C4 1.08 -2.36 -1.06  0.10
S1 0.84 -2.12 0.62  -0.48
H1 -1.86 -2.61 -2.16  0.31
H2 -1.34 -3.15 -0.55  0.28
H3 -1.32 -4.29 -1.92  0.32
H4 0.01 -2.35 -3.94  0.36
H5 0.84 -3.88 -3.63  0.35
H6 1.99 -1.10 -3.57  0.24
H7 2.87 -2.64 -3.62  0.36
H8 2.88 -1.44 -1.24  0.22
C5 0.81 4.76 -1.62  -0.81
C6 2.23 4.83 -1.08  -0.86
N3 3.25 4.58 -2.09  0.29
C7 3.43 5.59 -3.14  -0.85
C8 2.93 5.12 -4.50  -1.08
C9 4.15 3.56 -2.08  0.22
O1 5.08 3.49 -2.87  -0.64
C10 3.94 2.44 -1.11  0.25
C11 4.99 1.97 -0.33  -0.50
C12 4.78 0.89 0.51  -1.29
C13 3.52 0.30 0.54  -0.18
N4 2.52 0.72 -0.24  -0.08
C14 2.73 1.77 -1.04  0.11
H9 0.10 4.93 -0.81  0.35
H10 0.60 3.77 -2.03  0.00
H11 0.64 5.50 -2.40  0.43
H12 2.35 4.13 -0.26  0.40
H13 2.42 5.83 -0.67  0.36
H14 4.48 5.84 -3.20  0.44
H15 2.89 6.48 -2.82  0.43
H16 3.49 4.24 -4.82  0.31
H17 3.08 5.90 -5.25  0.39
H18 1.87 4.87 -4.47  0.26
H19 5.96 2.45 -0.40  0.56
H20 5.57 0.51 1.14  0.47
H21 3.30 -0.53 1.20  0.50
H22 1.88 2.07 -1.64  0.19
C15 -1.69 -2.93 6.01  -1.63
C16 -1.59 -1.43 6.11  0.85
C17 -2.48 -0.73 6.92  -0.78
C18 -2.46 0.67 7.03  -1.09
C19 -1.54 1.39 6.33  -0.91
C20 -0.60 0.70 5.51  0.43
N5 0.30 1.36 4.76  0.14
C21 0.61 2.71 4.70  0.06
C22 0.62 3.55 5.82  -0.33
C23 0.96 4.88 5.67  -0.77
C24 1.27 5.39 4.41  -0.76
C25 1.27 4.56 3.30  -0.55
C26 0.97 3.21 3.43  0.28
C27 0.99 2.32 2.22  1.09
O2 0.71 2.78 1.11  -0.56
O3 1.28 1.08 2.42  -1.09
C28 -0.63 -0.72 5.40  1.13
C29 0.37 -1.41 4.51  -1.37
H23 -2.56 -3.29 6.56  0.42
H24 -0.81 -3.41 6.43  0.38
H25 -1.79 -3.25 4.98  0.35
H26 -3.23 -1.29 7.48  0.38
H27 -3.20 1.17 7.64  0.43
H28 -1.56 2.47 6.34  0.74
H29 0.74 0.86 3.95  0.17
H30 0.42 3.14 6.80  0.71
H31 0.98 5.52 6.54  0.40
H32 1.52 6.44 4.30  0.45
H33 1.50 4.94 2.32  0.53
H34 1.38 -1.04 4.67  0.45
H35 0.13 -1.24 3.45  0.09
H36 0.38 -2.48 4.68  0.52

The energy above the lowest of the compared OMol25 structures with the same formula, charge and spin comes out at 4.04 kJ/mol. The calculation puts the HOMO energy (alpha / beta) at -8.71 / -9.86 eV. The charge is +1. The multiplicity is 6.

***

C16H11Cl3MnN3O as an isolated structure. Source: the Open Molecules 2025 dataset; level of theory: ωB97M-V/def2-TZVPD.

Each line ends with the Mulliken charge.
Geometry (Å):
Mn1 0.23 -0.76 -1.24  0.35
Cl1 5.89 -2.03 2.45  -0.19
C1 4.37 -1.60 1.88  0.41
C2 4.05 -1.87 0.55  -0.85
C3 2.75 -1.72 0.15  0.69
Cl2 2.40 -2.10 -1.58  -0.22
C4 1.71 -1.29 1.01  0.40
O1 0.44 -1.33 0.70  -0.88
C5 2.12 -0.93 2.32  0.40
Cl3 0.87 -0.56 3.44  -0.17
C6 3.42 -1.03 2.70  -0.52
H1 4.83 -2.19 -0.13  0.43
H2 3.67 -0.85 3.78  0.34
N1 -2.37 1.34 -1.16  -0.26
C7 -2.68 0.04 -0.90  1.08
C8 -3.88 -0.22 -0.18  -0.76
C9 -4.26 -1.56 -0.03  -0.30
C10 -3.50 -2.60 -0.67  -0.65
C11 -2.42 -2.18 -1.42  -0.08
N2 -1.89 -0.92 -1.45  -0.41
C12 -1.15 1.96 -1.02  0.99
C13 -1.17 3.37 -0.89  -0.79
C14 0.03 4.08 -0.68  -0.26
C15 1.28 3.34 -0.61  -0.74
C16 1.20 1.99 -0.81  -0.02
N3 0.03 1.31 -1.08  -0.17
H3 -3.10 1.95 -0.98  0.19
H4 -4.45 0.58 0.30  0.33
H5 -5.10 -1.83 0.57  0.44
H6 -3.72 -3.66 -0.58  0.39
H7 -1.90 -2.92 -1.99  0.41
H8 -2.11 3.88 -0.74  0.30
H9 0.00 5.17 -0.60  0.41
H10 2.28 3.78 -0.35  0.37
H11 2.11 1.38 -0.77  0.35

The calculation puts the HOMO energy (alpha / beta) at -10.53 / -10.60 eV. The charge is +1. The multiplicity is 6.

***

C9H20S2 as an isolated structure. Source: the Open Molecules 2025 dataset; level of theory: ωB97M-V/def2-TZVPD.

Each line ends with the Mulliken charge.
Geometry (Å):
C1 1.02 -1.38 -1.21  -1.88
C2 3.06 -0.09 -0.68  -1.66
C3 1.83 -1.15 1.19  -1.85
C4 -1.95 -0.46 1.21  -1.80
C5 -2.16 -0.03 -1.36  -1.45
C6 -2.16 1.93 0.29  -1.26
C7 1.66 -0.43 -0.20  1.68
C8 -1.82 0.47 0.04  1.52
C9 0.76 0.80 -0.13  -0.13
S1 1.08 1.97 1.20  -0.12
S2 0.82 1.84 -1.57  -0.23
H1 -0.03 -1.36 -0.91  0.13
H2 1.47 -2.33 -1.08  0.56
H3 1.17 -1.16 -2.18  0.49
H4 3.16 0.06 -1.76  0.43
H5 3.63 0.74 -0.10  0.26
H6 3.83 -0.96 -0.56  0.38
H7 2.43 -0.61 1.81  0.54
H8 0.80 -1.11 1.76  0.19
H9 2.18 -2.10 1.08  0.54
H10 -1.36 -0.16 2.02  0.36
H11 -2.95 -0.49 1.60  0.44
H12 -1.75 -1.45 1.01  0.41
H13 -1.61 0.64 -1.99  0.33
H14 -1.71 -1.08 -1.33  0.38
H15 -3.19 0.07 -1.46  0.57
H16 -3.00 2.25 -0.42  0.29
H17 -1.38 2.65 0.04  0.20
H18 -2.43 2.21 1.30  0.37
H19 0.25 1.29 2.21  0.10
H20 -0.27 2.69 -1.09  0.18

The energy above the lowest of the compared OMol25 structures with the same formula, charge and spin comes out at 480.68 kJ/mol. The calculation puts the HOMO energy (alpha / beta) at -7.30 / -7.35 eV.

***

Values of calculated total energy, in order: -16668.0228; -203199.6771; -92171.1694; -31323.4889, all in eV.